Version w
ORCA calculation (ωB97M-V/def2-TZVPD) on a molecular structure, C6H11NO.

Results
frontier orbital gap = 8.849 eV
HOMO level = -7.96 eV
molar mass = 113.2 g/mol
net charge = 0

Cartesian coordinates (Å):
O (2.903, 0.245, 0.491)
C (2.717, -0.044, -0.682)
C (1.449, -0.560, -1.232)
C (0.459, -1.130, -0.174)
C (-0.591, -0.129, 0.247)
C (-1.876, -0.335, -0.104)
N (-2.894, 0.536, 0.342)
C (-0.218, 1.031, 1.150)
H (3.464, 0.221, -1.441)
H (1.549, 0.596, -1.003)
H (1.138, -0.786, -2.240)
H (1.075, -1.452, 0.672)
H (-0.020, -2.046, -0.517)
H (-2.257, -1.190, -0.650)
H (-2.980, 0.677, 1.333)
H (-3.790, 0.398, -0.077)
H (-1.094, 1.515, 1.551)
H (0.597, 0.712, 1.794)
H (0.369, 1.742, 0.538)

---

Version x
ORCA calculation (ωB97M-V/def2-TZVPD) on a single C6H11NO molecule.

Results
frontier orbital gap = 9.971 eV
HOMO level = -9.07 eV
SMILES = C=CN(C=O)C(C)C
molar mass = 113.2 g/mol
net charge = 0

Cartesian coordinates (Å):
C (2.449, 0.951, -0.162)
C (1.702, 0.053, -0.823)
N (0.269, -0.149, -0.707)
C (-0.531, -0.250, -1.811)
O (-1.741, -0.335, -1.945)
C (-0.257, -0.273, 0.698)
C (-1.162, -1.521, 0.987)
C (-1.080, 0.966, 0.805)
H (3.447, 1.192, -0.492)
H (2.097, 1.426, 0.774)
H (2.072, -0.272, -1.749)
H (0.204, -0.258, -2.601)
H (0.658, -0.323, 1.307)
H (-1.980, -1.096, 1.605)
H (-1.531, -1.977, 0.125)
H (-0.556, -2.078, 1.612)
H (-1.958, 0.890, 0.092)
H (-0.564, 1.901, 0.491)
H (-1.537, 1.153, 1.793)

---

Version y
ORCA calculation (ωB97M-V/def2-TZVPD) on a single C6H11NO molecule.

Results
frontier orbital gap = 9.237 eV
HOMO level = -8.38 eV
SMILES = CN1CCC[C@H]1C=O
molar mass = 113.2 g/mol
net charge = 0

Cartesian coordinates (Å):
C (-0.498, 1.638, -1.440)
N (0.150, 0.620, -0.568)
C (0.577, -0.631, -1.133)
C (0.400, -1.705, 0.085)
C (-0.713, -1.111, 0.937)
C (-0.421, 0.350, 0.800)
C (0.785, 0.858, 1.637)
O (1.071, 0.340, 2.725)
H (-0.523, 1.413, -2.458)
H (0.022, 2.635, -1.141)
H (-1.612, 1.514, -1.400)
H (1.600, -0.372, -1.431)
H (-0.111, -1.064, -1.888)
H (1.272, -1.764, 0.623)
H (0.017, -2.628, -0.282)
H (-0.651, -1.489, 1.972)
H (-1.686, -1.318, 0.367)
H (-1.160, 1.080, 1.299)
H (1.479, 1.634, 1.297)

---

Version z
ORCA calculation (ωB97M-V/def2-TZVPD) on a single C6H11NO molecule.

Results
frontier orbital gap = 10.321 eV
HOMO level = -9.42 eV
SMILES = C=CCCNC(C)=O
molar mass = 113.2 g/mol
net charge = 0

Cartesian coordinates (Å):
C (-2.738, -1.124, -1.265)
C (-1.843, -1.417, -0.324)
C (-0.872, -0.429, 0.246)
C (0.604, -0.817, 0.075)
N (1.514, -0.145, 0.972)
C (1.792, 1.189, 1.058)
C (1.519, 2.014, -0.159)
O (2.343, 1.637, 2.045)
H (-3.547, -1.833, -1.424)
H (-2.723, -0.288, -1.951)
H (-1.947, -2.369, 0.178)
H (-1.022, 0.584, -0.115)
H (-1.039, -0.406, 1.326)
H (0.739, -1.892, 0.115)
H (0.900, -0.619, -0.967)
H (1.869, -0.714, 1.723)
H (1.648, 3.066, 0.056)
H (2.234, 1.714, -0.936)
H (0.567, 1.849, -0.651)

---

What should be chosen as the most stable of them? Choose version z.

---

Version w
ORCA calculation (ωB97M-V/def2-TZVPD) on a molecular structure, C6H11NO.

Results
frontier orbital gap = 8.146 eV
HOMO level = -7.96 eV
molar mass = 113.2 g/mol
net charge = 0

Cartesian coordinates (Å):
C (-1.123, -0.081, 0.452)
C (2.338, 0.515, -0.661)
C (-1.715, -1.095, -0.506)
C (-0.249, -0.730, 1.506)
C (-0.215, 1.601, 0.075)
C (0.025, 0.851, -1.147)
N (1.185, 0.410, -1.518)
O (0.090, 2.301, 0.958)
H (-1.933, 0.485, 0.925)
H (-0.759, 0.955, -1.892)
H (2.449, 1.475, -0.134)
H (2.383, -0.278, 0.096)
H (3.234, 0.394, -1.270)
H (-2.292, -1.840, 0.049)
H (-0.925, -1.624, -1.041)
H (-2.386, -0.629, -1.228)
H (0.156, -0.001, 2.210)
H (0.569, -1.269, 1.027)
H (-0.833, -1.438, 2.099)

---

Version x
ORCA calculation (ωB97M-V/def2-TZVPD) on 2 unconnected molecules or ions with the total composition C6H11NO.

Results
frontier orbital gap = 9.441 eV
HOMO level = -9.01 eV
SMILES = CC1=N[C@@H]1C.CC=O
molar mass = 113.2 g/mol
net charge = 0

Cartesian coordinates (Å):
C (2.540, -0.439, -0.222)
C (1.234, -0.503, 0.436)
N (0.855, -1.342, 1.282)
C (-0.331, -0.726, 0.511)
C (-1.005, -1.672, -0.439)
H (2.826, -1.428, -0.588)
H (2.502, 0.253, -1.065)
H (3.281, -0.066, 0.487)
H (-0.966, -0.425, 1.333)
H (-1.218, -2.638, 0.024)
H (-0.411, -1.832, -1.343)
H (-1.968, -1.251, -0.750)
C (-1.585, 1.908, 0.358)
C (-0.361, 1.288, -0.277)
O (0.780, 1.754, 0.020)
H (-1.654, 2.942, 0.019)
H (-1.477, 1.892, 1.445)
H (-2.494, 1.370, 0.076)
H (-0.546, 0.917, -1.307)

---

Version y
ORCA calculation (ωB97M-V/def2-TZVPD) on a single C6H11NO molecule.

Results
frontier orbital gap = 9.064 eV
HOMO level = -8.17 eV
SMILES = CC1=[N+]([O-])[C@H](C)CC1
molar mass = 113.2 g/mol
net charge = 0

Cartesian coordinates (Å):
C (-2.591, -0.653, 0.112)
C (-1.225, -0.113, 0.102)
N (-0.181, -0.876, 0.010)
O (-0.139, -2.104, -0.026)
C (1.082, -0.223, -0.294)
C (2.438, -0.669, 0.207)
C (0.680, 1.277, 0.079)
C (-0.953, 1.317, -0.059)
H (-3.058, -0.816, 1.276)
H (-3.211, -0.174, -0.768)
H (-2.496, -1.724, -0.361)
H (1.204, -0.214, -1.458)
H (3.118, 0.162, -0.079)
H (2.968, -1.654, -0.417)
H (2.574, -0.597, 1.343)
H (1.050, 1.388, 1.090)
H (1.283, 1.903, -0.542)
H (-1.126, 2.058, 0.749)
H (-1.416, 1.710, -0.964)

---

What should be chosen as the most stable of them? Choose version w.

---

Version w
ORCA calculation (ωB97M-V/def2-TZVPD) on a single C6H11NO molecule.

Results
frontier orbital gap = 9.167 eV
HOMO level = -8.15 eV
SMILES = CN/C=C/CCC=O
molar mass = 113.2 g/mol
net charge = 0

Cartesian coordinates (Å):
C (-2.753, -1.477, 1.315)
N (-1.306, -1.336, 1.385)
C (-0.667, -0.549, 0.447)
C (0.377, -0.897, -0.313)
C (1.127, 0.116, -1.134)
C (1.831, 1.206, -0.327)
C (1.888, 2.507, -1.106)
O (2.555, 2.720, -2.079)
H (-3.123, -1.492, 0.293)
H (-3.266, -0.675, 1.847)
H (-3.046, -2.412, 1.795)
H (-0.844, -2.194, 1.639)
H (-1.092, 0.442, 0.309)
H (0.729, -1.919, -0.297)
H (1.875, -0.385, -1.754)
H (0.489, 0.603, -1.871)
H (1.180, 1.450, 0.521)
H (2.836, 0.993, 0.037)
H (1.212, 3.300, -0.708)

---

Version x
ORCA calculation (ωB97M-V/def2-TZVPD) on a molecular structure, C6H11NO.

Results
frontier orbital gap = 9.367 eV
HOMO level = -8.50 eV
molar mass = 113.2 g/mol
net charge = 0

Cartesian coordinates (Å):
C (1.811, 0.088, -0.471)
C (0.518, -0.458, 0.208)
C (0.351, -2.030, -0.108)
C (-0.737, -0.832, -0.657)
C (-1.085, 1.146, -0.699)
C (-0.115, 0.898, 0.631)
H (2.153, -0.491, -1.488)
H (2.600, -0.018, 0.182)
H (1.941, 1.054, -0.870)
H (0.079, -2.992, 0.442)
H (1.460, -1.938, -0.613)
H (-1.583, -1.129, 0.161)
H (-0.712, 2.006, -1.191)
H (-2.263, 1.165, -0.485)
H (0.616, 1.630, 0.916)
H (-1.950, 1.509, 1.637)
H (-0.988, -0.471, 2.075)
N (-0.866, 0.816, 1.849)
O (-1.229, 0.048, -1.518)

---

Version y
ORCA calculation (ωB97M-V/def2-TZVPD) on a single C6H11NO molecule.

Results
frontier orbital gap = 10.285 eV
HOMO level = -9.51 eV
SMILES = CC(C)(C)N1CC1=O
molar mass = 113.2 g/mol
net charge = 0

Cartesian coordinates (Å):
C (-0.530, -0.517, 1.383)
C (-0.391, -0.148, -0.090)
C (-1.478, 0.840, -0.468)
C (-0.758, -1.358, -0.995)
N (0.918, 0.286, -0.486)
C (1.991, 1.399, 0.067)
C (2.212, -0.055, -0.126)
O (3.003, -0.921, -0.048)
H (0.423, -1.007, 1.914)
H (-0.655, 0.285, 2.101)
H (-1.315, -1.129, 1.628)
H (-1.293, 1.120, -1.557)
H (-1.325, 1.825, 0.191)
H (-2.374, 0.463, -0.169)
H (-1.716, -1.530, -0.728)
H (-0.596, -1.074, -1.949)
H (-0.068, -2.284, -0.945)
H (1.806, 1.656, 1.040)
H (2.146, 2.149, -0.764)

---

What should be chosen as the most stable of them? Choose version w.

---

Version w
ORCA calculation (ωB97M-V/def2-TZVPD) on a single C6H11NO molecule.

Results
frontier orbital gap = 8.798 eV
HOMO level = -8.18 eV
molar mass = 113.2 g/mol
net charge = 0

Cartesian coordinates (Å):
C (-1.287, 0.057, 0.231)
C (-2.136, -0.352, -0.968)
C (-0.707, -1.174, 0.925)
C (0.725, 0.318, -1.206)
C (2.722, 0.781, 0.085)
C (-0.146, 0.995, -0.197)
O (1.981, 0.229, -0.952)
N (3.508, 0.150, 0.813)
H (-1.917, 0.596, 0.949)
H (3.507, -0.862, 0.687)
H (2.682, 1.867, 0.149)
H (-1.508, -0.768, -1.746)
H (-0.068, -0.886, 1.760)
H (-2.871, -1.100, -0.671)
H (-2.670, 0.505, -1.373)
H (-0.119, -1.760, 0.218)
H (-1.508, -1.802, 1.313)
H (0.392, 1.343, 0.696)
H (-0.580, 1.863, -0.712)

---

Version x
ORCA calculation (ωB97M-V/def2-TZVPD) on 2 unconnected molecules or ions with the total composition C6H11NO.

Results
frontier orbital gap = 8.541 eV
HOMO level = -7.87 eV
SMILES = CC(C)=C=N.C=CO
molar mass = 113.2 g/mol
net charge = 0

Cartesian coordinates (Å):
C (-1.804, -1.279, -0.336)
C (-1.139, 0.059, -0.225)
C (-1.328, 1.024, -1.355)
C (-0.426, 0.391, 0.873)
N (-0.420, 1.047, 1.919)
H (-2.888, -1.146, -0.385)
H (-1.476, -1.794, -1.239)
H (-1.589, -1.904, 0.528)
H (-2.395, 1.190, -1.520)
H (-0.854, 1.980, -1.147)
H (-0.903, 0.609, -2.270)
H (0.489, 1.095, 2.383)
C (2.529, 0.064, 1.139)
C (1.621, -0.567, 0.361)
O (1.517, -0.342, -1.037)
H (2.815, 1.088, 0.952)
H (2.871, -0.385, 2.054)
H (1.398, -1.611, 0.546)
H (1.984, 0.483, -1.239)

---

Version y
ORCA calculation (ωB97M-V/def2-TZVPD) on a single C6H11NO molecule.

Results
frontier orbital gap = 7.938 eV
HOMO level = -7.03 eV
molar mass = 113.2 g/mol
net charge = 0

Cartesian coordinates (Å):
C (0.232, 0.581, 1.747)
C (0.503, -0.571, -0.361)
C (-0.872, 1.324, 2.339)
C (0.533, 1.474, -1.971)
C (-0.553, -2.585, 0.407)
C (1.212, 0.079, -1.576)
N (0.167, 0.115, 0.607)
O (0.033, -1.821, -0.633)
H (-0.691, 2.374, 2.442)
H (-1.148, 1.099, 3.390)
H (-1.884, 1.222, 1.905)
H (1.074, 1.916, -2.792)
H (0.807, 2.067, -1.142)
H (-0.528, 1.302, -2.152)
H (-0.663, -3.512, -0.099)
H (-1.594, -2.150, 0.445)
H (0.117, -2.590, 1.228)
H (2.212, 0.378, -1.350)
H (1.044, -0.701, -2.434)

---

What should be chosen as the most stable of them? Choose version x.